1.
{"formula": "C23H33IrN3O2", "method": "the ωB97M-V functional and the def2-TZVPD basis", "symbols": ["Ir", "N", "C", "C", "O", "O", "H", "H", "H", "H", "C", "C", "C", "C", "C", "C", "C", "C", "C", "C", "C", "C", "N", "C", "C", "C", "C", "C", "N", "C", "C", "C", "C", "H", "H", "H", "H", "H", "H", "H", "H", "H", "H", "H", "H", "H", "H", "H", "H", "H", "H", "H", "H", "H", "H", "H", "H", "H", "H", "H", "H", "H"], "xyz": [[0.1301, 0.0183, -0.6068], [1.8325, -0.3091, 0.6506], [1.7164, 0.3524, 1.9734], [0.3501, 0.9980, 2.1201], [-0.0214, 1.5089, 3.1349], [-0.3982, 0.9797, 1.0156], [1.8686, -1.3199, 0.7778], [2.7011, -0.0459, 0.1986], [2.4657, 1.1367, 2.0680], [1.8696, -0.3586, 2.7826], [-3.2688, -2.2700, 2.0524], [-1.9581, -1.5787, 2.4419], [-2.0323, -1.1120, 3.8938], [-0.7713, -2.4951, 2.1678], [-0.2124, -3.2778, 3.1713], [0.8494, -4.1312, 2.9109], [1.3852, -4.2144, 1.6377], [0.8655, -3.4525, 0.5943], [1.4430, -3.5602, -0.8072], [2.9688, -3.6495, -0.8206], [0.8329, -4.7596, -1.5398], [-0.2181, -2.6138, 0.8839], [-0.7063, -1.7670, -0.1656], [-1.6263, -2.1518, -1.0033], [-1.9124, -1.2770, -2.0798], [-2.7413, -1.1602, -3.1827], [-2.4197, 0.0667, -3.8168], [-1.4032, 0.6633, -3.0899], [-1.0968, -0.1629, -2.0584], [-0.5910, 1.9239, -3.2211], [0.5096, 1.7036, -4.2688], [-1.4838, 3.0959, -3.6402], [0.0528, 2.2753, -1.8633], [-4.1134, -1.6109, 2.2553], [-3.4043, -3.1836, 2.6348], [-3.3055, -2.5414, 0.9978], [-1.8322, -0.6862, 1.8200], [-2.3055, -1.9295, 4.5640], [-2.7998, -0.3445, 3.9882], [-1.0932, -0.6777, 4.2357], [-0.6088, -3.2149, 4.1752], [1.2668, -4.7306, 3.7091], [2.2158, -4.8818, 1.4525], [1.1652, -2.6577, -1.3620], [3.3232, -4.5864, -0.3910], [3.4373, -2.8350, -0.2622], [3.3337, -3.6077, -1.8470], [1.0758, -5.6850, -1.0147], [1.2235, -4.8303, -2.5554], [-0.2545, -4.6901, -1.5971], [-2.1081, -3.1132, -0.8688], [-3.4890, -1.8662, -3.5071], [-2.8864, 0.4549, -4.7070], [0.0738, 1.4684, -5.2392], [1.1631, 0.8759, -3.9842], [1.1136, 2.6060, -4.3762], [-1.9544, 2.8886, -4.6012], [-0.8911, 4.0049, -3.7481], [-2.2707, 3.2774, -2.9074], [0.8756, 1.5372, -1.5286], [-0.6725, 2.4928, -1.0817], [0.6910, 3.1562, -1.9669]], "total_energy_ev": -35785.5964, "orbital_gap_ev": 7.2, "charge": 1, "largest_force_ev_per_a": 0.2, "multiplicity": 1}

2.
{"formula": "C23H33N4O4", "method": "the ωB97M-V functional and the def2-TZVPD basis", "symbols": ["C", "H", "H", "H", "C", "C", "H", "H", "N", "H", "C", "C", "H", "H", "C", "N", "C", "C", "C", "C", "C", "C", "N", "O", "O", "H", "C", "O", "N", "C", "C", "C", "C", "C", "C", "H", "O", "C", "H", "H", "H", "H", "H", "H", "H", "H", "H", "H", "H", "H", "H", "H", "C", "C", "C", "H", "H", "H", "H", "H", "H", "H", "H", "H"], "xyz": [[-4.9749, -1.2153, 0.2808], [-5.7302, -1.8840, -0.1209], [-4.0938, -1.8151, 0.4895], [-5.3628, -0.7954, 1.2066], [-4.6750, -0.1217, -0.7379], [-3.7685, 0.9825, -0.1965], [-3.8031, 1.8516, -0.8557], [-4.1463, 1.2922, 0.7793], [-2.3383, 0.5789, -0.0445], [-2.2985, -0.4716, -0.0687], [-1.7631, 1.0722, 1.2366], [-2.2813, 0.3384, 2.4808], [-2.4868, 1.0581, 3.2726], [-3.2147, -0.1776, 2.2557], [-1.2675, -0.6853, 3.0185], [-0.9699, -1.6469, 1.9927], [0.2147, -1.8766, 1.3877], [1.4378, -1.6116, 2.0346], [2.6396, -1.8441, 1.4206], [2.6956, -2.3885, 0.1270], [1.5268, -2.7197, -0.5099], [0.2843, -2.4244, 0.0758], [-0.8412, -2.5637, -0.7444], [-1.9373, -2.1127, -0.3331], [-0.7366, -3.0213, -1.8585], [1.5435, -3.1587, -1.4964], [4.0118, -2.6041, -0.5568], [4.3600, -3.6772, -0.9865], [4.8087, -1.4997, -0.6334], [4.5168, -0.1735, -0.2981], [5.5327, 0.6321, 0.2141], [5.2604, 1.9384, 0.5644], [3.9864, 2.4676, 0.4294], [2.9765, 1.6768, -0.1019], [3.2508, 0.3674, -0.4861], [2.4659, -0.2033, -0.9531], [1.6762, 2.0828, -0.2817], [1.3979, 3.4588, -0.1224], [0.3692, 3.5988, -0.4509], [1.4895, 3.7678, 0.9231], [2.0554, 4.0721, -0.7423], [3.8054, 3.4863, 0.7290], [6.0482, 2.5598, 0.9602], [6.5261, 0.2296, 0.3361], [5.7525, -1.6861, -0.9523], [3.5569, -1.6256, 1.9452], [1.4244, -1.2382, 3.0453], [-1.7825, -2.0683, 1.5587], [-0.3560, -0.1738, 3.3265], [-1.6937, -1.1873, 3.8927], [-0.6767, 0.9671, 1.1825], [-1.9868, 2.1396, 1.2977], [-1.4950, 1.0496, -1.1778], [-1.8607, 0.4505, -2.5324], [-0.8099, 0.8433, -3.5662], [0.1732, 0.4794, -3.2782], [-1.0615, 0.4145, -4.5310], [-0.7586, 1.9237, -3.6744], [-1.9044, -0.6371, -2.4680], [-2.8342, 0.8114, -2.8643], [-0.4538, 0.8001, -0.9545], [-1.5699, 2.1390, -1.2243], [-4.2413, -0.5740, -1.6279], [-5.6122, 0.3523, -1.0329]], "total_energy_ev": -38529.0580, "orbital_gap_ev": 7.2, "charge": 1, "largest_force_ev_per_a": 1.4, "multiplicity": 1, "smiles": "CCC[NH+](CCC)CCCNc1ccc(C(=O)Nc2cccc(OC)c2)cc1[N+](=O)[O-]"}